The following is a DFT calculation (ωB97M-V with the def2-TZVPD basis set) of C31H47N3O4PPdSe as an isolated structure.

**Frontier orbital gap (alpha / beta)**: 0.221 / 0.220 Ha
**M**: 742.1 u
**Charge**: +1
**Energy**: -4545.10547 a.u.
**Relative energy (zero: lowest compared OMol25 entry of this formula, charge and spin)**: 0.00 kJ/mol
**Highest occupied orbital energy (alpha / beta)**: -10.76 / -10.76 eV
**LUMO (alpha / beta)**: -0.1745 / -0.1749 Ha

Element x y z (Å)
Pd: 0.13671 0.20053 0.21234
O: -1.91716 0.87318 -0.35657
C: -2.76965 0.31865 -1.06542
C: -2.60889 -0.78971 -1.95128
C: -3.69485 -1.09949 -2.78809
C: -3.59569 -2.08715 -3.72530
C: -2.40630 -2.83265 -3.85890
C: -1.34755 -2.57845 -3.04386
C: -1.39257 -1.56062 -2.03548
O: -0.38555 -1.39980 -1.27367
N: -4.72497 -2.37412 -4.59984
O: -4.57950 -3.24394 -5.43876
O: -5.74473 -1.72848 -4.43815
H: -3.78362 0.75317 -1.07098
H: -4.61774 -0.53883 -2.70465
H: -2.35897 -3.60732 -4.61118
H: -0.42834 -3.14400 -3.12737
C: -1.36442 -1.88952 3.21317
C: -0.78734 -0.52119 3.58409
C: -1.89207 0.53845 3.53524
P: 0.63387 -0.04161 2.48859
C: 1.82506 -1.46067 2.73746
C: 3.31286 -1.11837 2.74224
C: 1.53970 -2.47490 1.61582
C: 1.12992 1.62619 3.18647
C: 2.62767 1.91906 3.21195
C: 0.41581 2.70807 2.36301
H: -2.24752 -2.08491 3.82243
H: -0.66301 -2.70192 3.39366
H: -1.67305 -1.90775 2.16529
H: -0.35955 -0.56405 4.59066
H: -2.23401 0.68950 2.50842
H: -1.56983 1.49402 3.94565
H: -2.74655 0.20180 4.12305
H: 1.56014 -1.90146 3.70167
H: 3.59215 -0.52851 1.86753
H: 3.88481 -2.04713 2.71520
H: 3.60853 -0.57777 3.63798
H: 1.73031 -2.02196 0.64365
H: 0.51101 -2.82859 1.61296
H: 2.19332 -3.34231 1.72713
H: 0.74882 1.64488 4.21071
H: 3.07291 1.79879 2.22238
H: 3.16143 1.29056 3.92014
H: 2.77494 2.95535 3.51942
H: 0.87191 2.79025 1.37621
H: 0.51590 3.67748 2.85558
H: -0.64655 2.50891 2.22723
C: 6.15911 -0.38151 -1.11074
C: 5.53071 -0.71740 -2.46211
C: 4.81311 -2.06793 -2.47445
C: 3.44957 -2.07555 -1.77404
N: 2.47026 -1.24383 -2.46312
C: 1.98589 -0.05229 -2.06468
Se: 2.41305 0.83536 -0.47134
N: 1.14893 0.42019 -3.00839
C: 0.46474 1.70858 -2.96502
C: 1.33877 2.88210 -3.40641
C: 1.93572 2.77731 -4.81662
C: 3.26337 2.01908 -4.87903
C: 1.06876 -0.50197 -4.03558
C: 0.35853 -0.50113 -5.22979
C: 0.53349 -1.58810 -6.06196
C: 1.36805 -2.65597 -5.70832
C: 2.06130 -2.66659 -4.51478
C: 1.90835 -1.56039 -3.68692
H: 6.69992 0.56340 -1.16906
H: 6.86570 -1.15681 -0.81042
H: 5.40375 -0.27974 -0.33118
H: 6.31940 -0.74317 -3.21553
H: 4.83722 0.07600 -2.76050
H: 5.44134 -2.80717 -1.97223
H: 4.67531 -2.40150 -3.50537
H: 3.53798 -1.71793 -0.75118
H: 3.05405 -3.09179 -1.74983
H: 0.12635 1.88059 -1.94286
H: -0.41951 1.63329 -3.59703
H: 2.15294 3.00633 -2.68852
H: 0.71145 3.77336 -3.34444
H: 2.11237 3.79105 -5.17842
H: 1.21319 2.32184 -5.49990
H: 3.96573 2.41966 -4.14467
H: 3.71544 2.12897 -5.86463
H: 3.14462 0.94992 -4.69385
H: -0.30557 0.30764 -5.50206
H: 0.01100 -1.62092 -7.00818
H: 1.46930 -3.49175 -6.38707
H: 2.68480 -3.50539 -4.23624

Löwdin population analysis, charges in e, atoms 1 to 8:
1. Pd 0.542
2. O -0.100
3. C -0.184
4. C -0.118
5. C 0.050
6. C -0.146
7. C 0.022
8. C 0.002